This record from the OMol25 dataset describes a molecular structure, C35H33Cl2N6O5S2Ti. The level of theory is ωB97M-V with the def2-TZVPD basis set.

Each line ends with the Löwdin charge.
Positions of all 84 atoms, in Å:
Ti1 -0.151 0.512 -0.291  1.1325
Cl1 -2.079 -2.896 -3.337  0.7159
Cl2 -3.206 -5.505 1.221  0.6784
S1 3.653 0.511 2.778  0.5884
S2 5.247 2.161 0.852  0.9095
O1 2.934 0.936 -1.931  0.0140
O2 1.714 0.836 -0.059  -0.1965
O3 -0.695 -0.954 -1.530  -0.1565
O4 1.969 -6.002 -0.086  -0.0577
O5 2.290 -5.972 -2.252  -0.0553
N1 2.167 -5.384 -1.156  -0.4184
N2 -0.610 2.259 -2.008  -0.2273
N3 -1.947 1.457 0.135  -0.0496
N4 -0.424 1.974 2.380  -0.1997
N5 -0.567 -1.078 1.122  0.0528
N6 4.997 -0.367 0.653  -0.0422
C1 0.184 1.769 3.686  -0.1237
C2 2.382 -1.210 -1.059  -0.2072
C3 -2.592 1.226 -1.090  -0.2623
C4 -3.865 2.839 3.576  -0.1162
C5 6.296 1.333 -0.378  -0.4201
C6 2.259 -4.008 -1.122  -0.1897
C7 -0.327 -1.188 2.414  -0.0870
C8 -1.844 2.172 2.414  -0.1850
C9 -4.242 0.183 -2.515  -0.0853
C10 -3.948 2.280 1.242  -0.0357
C11 2.164 -3.322 0.111  -0.0026
C12 0.334 2.182 -3.120  -0.0748
C13 -2.592 1.946 1.227  -0.2291
C14 -1.552 -3.236 2.564  -0.0020
C15 -1.247 -2.068 0.481  -0.1306
C16 5.658 -0.037 -0.602  -0.2150
C17 -3.765 0.488 -1.250  -0.0314
C18 -1.979 -2.957 -1.613  -0.5719
C19 -0.804 -2.264 3.176  -0.0186
C20 -2.498 2.582 3.563  -0.0419
C21 2.394 0.245 -1.067  -0.5956
C22 -1.882 1.611 -2.245  -0.2239
C23 2.217 -1.955 0.130  -0.0853
C24 -4.576 2.713 2.398  -0.1107
C25 -2.366 1.307 -3.506  -0.0199
C26 2.543 -1.912 -2.275  -0.0261
C27 -1.299 -1.954 -0.944  -0.3656
C28 2.466 -3.277 -2.315  -0.0023
C29 -0.843 3.664 -1.639  -0.0586
C30 -1.787 -3.169 1.173  -0.1592
C31 -3.549 0.596 -3.644  -0.0935
C32 0.283 3.074 1.717  -0.0661
C33 -2.479 -4.148 0.416  -0.6036
C34 -2.568 -4.039 -0.941  -0.1165
C35 4.598 0.643 1.433  -1.1840
H1 0.106 4.129 -1.362  0.0950
H2 -1.268 4.207 -2.495  0.0988
H3 -5.141 -0.408 -2.618  0.1020
H4 -0.117 3.218 0.707  0.0509
H5 -1.536 3.720 -0.800  0.0837
H6 0.029 2.821 -3.959  0.0880
H7 -3.911 0.340 -4.629  0.0985
H8 -4.275 0.118 -0.369  0.1197
H9 -1.931 2.725 4.472  0.0942
H10 2.686 -1.343 -3.184  0.1144
H11 -5.634 2.939 2.368  0.0951
H12 6.417 -0.788 -0.826  0.1217
H13 -4.350 3.149 4.490  0.0888
H14 -1.944 -4.072 3.123  0.0917
H15 0.157 2.675 4.311  0.0884
H16 7.307 1.246 0.020  0.0696
H17 0.408 1.149 -3.462  0.1046
H18 4.515 -1.250 0.760  0.1189
H19 -0.326 0.973 4.226  0.0866
H20 1.320 2.485 -2.763  0.0835
H21 2.054 -3.901 1.015  0.1063
H22 2.544 -3.824 -3.242  0.1033
H23 -0.577 -2.307 4.230  0.1081
H24 -3.076 -4.796 -1.520  0.1053
H25 4.926 -0.002 -1.416  0.0974
H26 1.343 2.824 1.640  0.0818
H27 6.317 1.915 -1.296  0.0764
H28 -4.528 2.180 0.331  0.0967
H29 0.272 -0.410 2.855  0.0825
H30 2.157 -1.423 1.076  0.0747
H31 -1.806 1.593 -4.384  0.1056
H32 1.230 1.502 3.543  0.0221
H33 0.168 4.018 2.272  0.0985

The gap between HOMO and LUMO (spin up / spin down) is 4.4 / 6.9 eV. Its spin multiplicity is 3. The calculation puts the highest occupied orbital energy (spin up / spin down) at -0.0934 / -0.1864 hartree. Its expectation value of S² is 2.03. Its total charge is -1. The calculation puts the energy above the lowest of the compared OMol25 structures with the same formula, charge and spin at 129.0 kJ/mol. For the total energy, the calculation gives -4624.651923 Eh.